{
  "formula": "C27H29ClFO2",
  "method": "ωB97M-V/def2-TZVPD",
  "homo_ev": -4.29,
  "total_charge": -1,
  "molar_mass_da": 439.98,
  "orbital_gap_ev": 6.66,
  "species": ["H", "H", "C", "H", "H", "H", "H", "H", "H", "C", "C", "H", "C", "C", "C", "H", "H", "F", "H", "C", "H", "H", "C", "H", "C", "C", "H", "C", "C", "O", "H", "H", "O", "C", "C", "Cl", "H", "C", "C", "H", "C", "H", "C", "C", "C", "H", "H", "C", "C", "C", "H", "H", "C", "H", "C", "H", "H", "C", "C", "H"],
  "coordinates": [[-5.5148, -1.0193, 1.1148], [-3.2705, -3.1223, 3.1251], [2.6068, -1.3131, 2.4944], [-4.5989, 0.5211, 1.2616], [2.4713, -7.2791, 0.7437], [0.9954, -5.3470, 1.3478], [-2.3290, 3.5075, 1.6651], [-4.7958, -3.0211, 2.2126], [5.4175, -1.7978, 4.3554], [-2.1578, 0.8540, 2.6319], [1.2426, -1.8319, 2.3064], [-1.0950, 4.7819, 1.8880], [0.2606, 0.5129, 2.6208], [3.4900, -1.8982, 3.4115], [0.1275, -0.8793, 2.3140], [3.2668, -2.7953, -1.2347], [-5.5899, -1.2370, 3.5507], [4.6846, 1.4016, 1.2216], [-0.9800, 2.9700, 5.0979], [-0.6565, 2.9350, 2.9376], [1.2603, 2.9465, 3.9680], [1.2538, 0.8879, 2.8433], [3.0166, -0.2084, 1.7436], [6.1535, 0.2294, 3.0421], [5.1762, -0.2180, 2.8868], [-4.5118, -0.5675, 1.1660], [0.8206, 4.4729, 3.1648], [4.2794, 0.3170, 1.9637], [3.7193, -6.1211, -0.5606], [-3.1528, 1.6192, 2.6813], [2.3373, 0.2789, 1.0413], [1.0082, -2.8027, 2.7387], [1.5552, -2.8273, 0.6798], [4.7516, -1.3332, 3.6180], [-3.7605, -2.6601, 2.2603], [4.7751, -7.4277, -0.9219], [-0.7585, 3.3926, 0.8146], [0.8017, 3.3756, 3.0691], [2.6478, -6.2899, 0.3343], [-3.2499, -2.9581, 1.3384], [3.9292, -4.8561, -1.1422], [-4.1037, -1.2014, 4.5480], [-1.2553, 3.7039, 1.7405], [-4.5891, -0.7910, 3.6522], [-1.3840, 3.4460, 4.1978], [4.7162, -4.7433, -1.8778], [-2.4579, 3.2531, 4.1349], [-3.7673, -1.1401, 2.3930], [-1.2035, -1.3851, 2.2968], [3.1582, -3.7670, -0.7648], [-4.6919, 0.2942, 3.7547], [-1.2282, 4.5310, 4.2787], [1.8649, -5.2045, 0.7153], [1.3794, 3.0999, 2.1791], [2.1660, -3.8865, 0.2535], [-1.3237, -2.4713, 2.2067], [3.1317, -2.7367, 4.0170], [-0.8016, 1.3914, 2.7411], [-2.3210, -0.5973, 2.4584], [-3.9485, -0.8201, 0.2568]],
  "forces_ev_per_a": [[0.22, 0.13, -0.08], [-0.04, -0.06, -0.17], [0.22, -0.20, -0.08], [0.01, -0.30, -0.13], [-0.10, 0.06, -0.03], [0.16, 0.03, 0.13], [0.25, 0.02, -0.06], [0.18, 0.00, 0.01], [-0.22, 0.31, -0.33], [-0.38, 0.41, -0.31], [-1.28, 0.75, 1.10], [-0.01, -0.20, -0.07], [-0.14, 0.76, -0.10], [-0.16, 0.40, 0.05], [0.86, -1.06, 0.24], [0.18, -0.06, 0.12], [0.19, 0.06, 0.10], [-0.29, -0.59, 0.47], [-0.06, 0.05, -0.04], [-0.11, -0.23, 0.17], [0.08, 0.02, -0.19], [-0.13, 0.06, -0.22], [0.37, 0.41, -0.02], [-0.17, -0.06, -0.11], [-0.54, -0.21, 0.04], [0.25, 0.03, 0.12], [0.09, -0.31, -0.02], [0.32, 0.05, -0.18], [-1.09, 1.39, 0.45], [0.34, -0.44, 0.06], [0.35, -0.34, 0.09], [0.21, 0.29, -0.01], [-0.91, 0.97, -0.90], [0.03, -0.26, 0.03], [-0.07, -0.03, -0.06], [0.36, -0.57, -0.21], [-0.10, 0.11, 0.02], [-0.01, -0.03, -0.03], [0.59, 0.17, -0.35], [-0.05, -0.13, 0.16], [-0.17, -0.46, 0.30], [-0.14, 0.09, -0.11], [-0.03, -0.29, -0.05], [0.17, 0.10, -0.05], [-0.08, -0.16, 0.03], [-0.01, 0.01, -0.03], [0.21, -0.04, 0.04], [0.11, 0.04, 0.04], [-0.69, -0.18, 0.27], [-0.15, -0.47, 0.35], [0.07, -0.27, 0.04], [0.00, -0.17, 0.04], [0.42, 0.27, -0.34], [0.06, 0.01, 0.19], [0.27, -0.45, 0.20], [0.10, 0.43, -0.18], [0.30, 0.22, -0.29], [0.29, -0.19, -0.07], [0.10, 0.00, -0.12], [-0.23, 0.11, 0.09]],
  "nbo_charge": [0.186, 0.202, -0.066, 0.243, 0.208, 0.207, 0.244, 0.199, 0.211, 0.527, 0.163, 0.186, -0.098, -0.199, -0.252, 0.215, 0.186, -0.342, 0.196, -0.063, 0.203, 0.199, -0.212, 0.225, -0.291, -0.610, 0.201, 0.376, -0.136, -0.727, 0.242, 0.213, -0.712, -0.197, -0.605, -0.036, 0.200, -0.606, -0.216, 0.208, -0.217, 0.197, -0.609, -0.609, -0.609, 0.209, 0.243, -0.065, -0.135, -0.291, 0.244, 0.185, -0.317, 0.206, 0.379, 0.205, 0.216, -0.171, -0.137, 0.202]
}